No. 1
Density functional theory data (the ωB97M-V functional and the def2-TZVPD basis) for a 2-piece molecular cluster, C4H9N overall.

Cartesian coordinates (Å):
C  -0.24931  -1.37459  0.68321
C  0.57119  -0.52536  -0.04526
C  1.73420  0.05018  0.48899
C  -2.04564  1.67506  0.10681
N  0.71701  -0.27227  -1.36912
H  -0.88328  -1.98788  0.05015
H  -1.55695  2.62412  -0.09764
H  0.10538  -1.83035  1.59942
H  2.36093  0.72897  -0.07514
H  2.19810  -0.37485  1.38347
H  -2.32241  1.21038  -0.83957
H  -1.39088  0.98010  0.61981
H  -2.92020  1.84009  0.73042
H  0.05124  -0.80972  -1.93447

Results
* orbital gap: 5.2028 eV
* HOMO level: -7.4 eV
* ΔE to the lowest compared entry with this formula, charge and spin: 5.007 eV

These are the Löwdin partial charges, in e, on atoms 1 to 4:
1. C 0.02
2. C -0.62
3. C 0.26
4. C -0.05

=====

No. 2
Density functional theory data (the ωB97M-V functional and the def2-TZVPD basis) for an isolated molecule of C4H9N.

Cartesian coordinates (Å):
C  0.30794  -1.02749  -2.24166
C  0.40677  -0.82371  -0.88958
C  -0.59477  -0.46486  0.11404
C  -0.42003  0.88333  0.76016
N  0.67865  0.98488  1.71169
H  -0.63544  -0.92708  -2.87548
H  1.19269  -1.44114  -2.81516
H  1.48339  -0.97729  -0.43512
H  -1.55322  -0.52016  -0.35255
H  -0.56003  -1.12034  1.07726
H  -1.29335  1.28677  1.30479
H  -0.11514  1.59939  -0.02242
H  0.66107  1.97317  2.04862
H  0.44147  0.57453  2.61539

Results
* orbital gap: 10.3521 eV
* HOMO level: -9.3 eV
* ΔE to the lowest compared entry with this formula, charge and spin: 1.374 eV

These are the Löwdin partial charges, in e, on atoms 1 to 4:
1. C -0.02
2. C -0.22
3. C -0.25
4. C -0.33

=====

No. 3
Density functional theory data (the ωB97M-V functional and the def2-TZVPD basis) for an isolated molecule of C4H9N.

Cartesian coordinates (Å):
C  1.79828  -0.04250  0.31890
C  0.52144  0.10343  -0.43330
C  -0.54482  1.08093  -0.05464
C  -1.45214  -0.17529  0.36191
N  -0.47433  -0.99585  -0.33231
H  1.42225  -0.29635  1.31158
H  2.34409  0.97380  0.40998
H  2.45284  -0.85511  -0.16675
H  0.77354  0.22565  -1.50881
H  -0.43065  1.91938  0.57196
H  -0.95542  1.53341  -0.95212
H  -2.44134  -0.21871  -0.14907
H  -1.67015  -0.26877  1.48032
H  -0.11138  -1.84182  0.17188

Results
* orbital gap: 9.9438 eV
* HOMO level: -8.8 eV
* ΔE to the lowest compared entry with this formula, charge and spin: 1.421 eV

These are the Löwdin partial charges, in e, on atoms 1 to 4:
1. C -0.08
2. C -0.47
3. C -0.12
4. C -0.20